109
Properties=species:S:1:pos:R:3:forces:R:3 method="wB97M-V/def2-TZVPD" homo_lumo_gap_ev=6.381 e_lumo_ev=1.59 charge=-1 homo_ev=-4.787 e_tot_ha=-3527.5824
C -1.41980 4.33914 -0.22412 -0.072 -0.116 0.705
C -2.26420 3.51646 0.85147 -1.356 1.123 2.726
O -2.83230 4.11071 1.80843 1.661 -2.042 -3.732
O -2.41063 2.10251 0.78073 1.246 2.272 -0.486
C -1.10876 1.43333 0.95563 0.385 -1.384 0.916
C -0.63273 1.54805 2.47292 0.002 0.815 -0.896
C 0.41596 2.74977 2.73752 -1.573 0.180 0.540
B 1.70843 2.27259 3.64692 -0.199 -0.514 -0.359
C 3.01675 1.77116 2.78399 1.406 0.308 0.226
C 3.38049 2.67780 1.51978 0.622 -1.033 -0.181
C 2.62380 2.04928 0.25168 -1.242 1.230 1.468
I 3.88960 1.72437 -1.48486 -0.392 -0.040 0.429
H -1.29941 5.38743 0.20605 -0.088 -1.543 -0.461
H -1.96702 4.45239 -1.20869 0.567 -0.498 1.130
H -0.39434 3.86513 -0.37260 -1.459 0.656 0.080
H -1.27238 0.32109 0.74449 -0.130 1.622 -0.088
H -0.34756 1.82414 0.21695 -0.851 -0.356 0.838
H -1.56625 1.74708 3.09274 1.045 -0.439 -0.751
H -0.23492 0.53739 2.78002 -0.136 1.208 -0.262
H 0.67545 3.30123 1.77749 -0.361 -0.615 0.776
H -0.16433 3.50239 3.38063 0.741 -0.778 -1.030
H 1.33752 1.30931 4.27431 -0.209 -0.176 0.288
H 1.97614 3.09449 4.49359 0.352 0.608 -0.034
H 3.91750 1.83602 3.49266 -1.097 -0.258 -0.900
H 2.94962 0.66110 2.50253 0.211 1.452 -0.030
H 3.10490 3.77387 1.69371 0.114 -1.504 -0.359
H 4.51058 2.65955 1.33421 -1.468 0.017 0.111
H 2.08701 1.10028 0.56593 1.024 0.947 -0.702
H 1.81418 2.78553 -0.05117 1.045 -0.975 -0.094
C 1.15214 -3.28538 3.75628 -0.353 -0.584 -0.222
C 0.37509 -2.02260 3.97272 -0.600 0.245 -0.072
O 1.30945 -1.18051 4.63922 0.603 -0.614 -0.081
C 2.55422 -1.62854 4.31655 0.778 0.950 0.344
O 3.57321 -1.04960 4.57242 -0.853 -0.750 -0.146
O 2.49301 -2.82356 3.66432 0.124 0.387 0.153
H 0.85709 -3.80532 2.84506 0.207 0.024 0.048
H 1.07313 -3.97382 4.59859 -0.032 0.145 -0.051
H 0.07800 -1.54769 3.03387 0.053 -0.029 0.032
H -0.51266 -2.17941 4.58645 0.129 0.167 0.065
C 2.76456 -8.16948 4.11932 0.445 -0.570 -0.137
C 2.84772 -7.04127 5.10462 0.527 0.168 0.574
O 1.95090 -6.07854 4.56473 -0.197 -0.529 -0.287
C 1.06436 -6.75101 3.78066 -0.678 0.370 -0.323
O 0.08003 -6.26906 3.31071 0.459 -0.297 0.255
O 1.44544 -8.04481 3.60313 -0.091 0.376 0.128
H 2.90812 -9.14408 4.58678 -0.187 0.025 -0.117
H 3.47759 -8.06128 3.29728 -0.044 0.039 0.040
H 2.50005 -7.32866 6.10097 -0.017 0.000 -0.065
H 3.85455 -6.63100 5.18579 -0.174 0.166 -0.047
C 8.92343 -0.04499 -2.95822 0.437 -0.592 -0.092
C 9.01065 1.08271 -1.97229 0.456 0.106 0.642
O 8.13085 2.05521 -2.52284 -0.254 -0.287 -0.389
C 7.24538 1.39548 -3.31344 -0.608 0.417 -0.143
O 6.27118 1.89114 -3.79156 0.425 -0.273 0.047
O 7.61092 0.09682 -3.48770 -0.112 0.383 0.083
H 9.04987 -1.02109 -2.48924 -0.191 0.033 -0.114
H 9.64615 0.05384 -3.77330 -0.047 0.030 0.026
H 8.64920 0.80052 -0.97970 -0.026 0.011 -0.077
H 10.02171 1.48046 -1.88097 -0.164 0.154 -0.053
C 2.04160 1.40190 -5.89098 0.526 -0.536 -0.111
C 2.13729 2.52225 -4.89986 0.556 0.086 0.686
O 1.25304 3.50125 -5.43935 -0.434 -0.351 -0.544
C 0.36144 2.84747 -6.22637 -0.523 0.577 -0.076
O -0.61634 3.34630 -6.69775 0.425 -0.327 0.108
O 0.72337 1.54780 -6.41089 -0.148 0.373 0.044
H 2.17112 0.42394 -5.42860 -0.193 0.050 -0.123
H 2.75808 1.50426 -6.71112 -0.046 0.024 0.030
H 1.78399 2.23470 -3.90654 0.047 0.024 -0.072
H 3.14946 2.91762 -4.81409 -0.166 0.118 0.029
C -0.90309 -0.34794 -8.89895 -0.289 0.590 0.589
C -0.38936 -0.12796 -10.29024 -0.054 0.597 -0.427
O 0.42096 -1.27633 -10.51452 -0.110 -0.310 0.306
C -0.02788 -2.25532 -9.68212 0.140 -0.735 0.052
O 0.32314 -3.39519 -9.73312 -0.134 0.548 0.004
O -0.92650 -1.76760 -8.78669 0.333 -0.221 -0.478
H -1.89922 0.06948 -8.75154 0.043 -0.200 0.076
H -0.23293 0.05594 -8.13599 -0.072 -0.010 -0.070
H -1.19021 -0.10877 -11.03501 0.036 -0.039 0.036
H 0.19774 0.78644 -10.37872 0.091 -0.186 -0.053
C -5.18199 1.71841 3.02322 0.986 -0.197 -0.435
C -6.34458 2.39269 2.36329 0.050 0.343 -0.705
O -7.42023 2.11436 3.25703 -0.012 -0.144 0.507
C -6.87514 1.87118 4.48011 0.077 -0.088 0.528
O -7.50881 1.76763 5.49012 0.057 0.038 -0.449
O -5.52601 1.76205 4.40646 -0.875 0.132 0.081
H -4.23935 2.23330 2.83278 -0.059 -0.019 0.198
H -5.07910 0.67213 2.72183 -0.056 0.043 0.033
H -6.21349 3.47575 2.29073 0.014 -0.063 0.060
H -6.55081 1.99424 1.36972 -0.161 -0.014 0.156
C -11.23963 1.28473 4.05740 0.432 0.523 -0.478
C -11.32167 1.24785 5.55367 0.472 0.455 0.576
O -12.38606 0.33277 5.79426 -0.140 -0.273 -0.477
C -12.48217 -0.46738 4.69917 -0.378 -0.596 -0.031
O -13.16144 -1.44779 4.63886 0.301 0.461 0.019
O -11.70420 -0.00823 3.68252 -0.301 -0.190 0.421
H -10.22361 1.45317 3.69904 -0.087 -0.173 -0.035
H -11.90038 2.03862 3.61943 -0.019 -0.062 0.037
H -10.40950 0.85805 6.01303 -0.027 0.043 -0.082
H -11.54490 2.22452 5.98346 -0.123 -0.170 0.058
C 3.53997 -2.73699 -3.09030 0.822 -0.166 -0.224
C 2.36878 -2.06248 -3.73416 -0.148 0.336 -0.780
O 1.29986 -2.35688 -2.84810 0.248 -0.156 0.400
C 1.85152 -2.61209 -1.62788 -0.362 -0.012 0.871
O 1.22702 -2.73201 -0.61934 0.314 0.030 -0.564
O 3.20903 -2.71174 -1.71041 -0.632 0.054 -0.049
H 4.47644 -2.20882 -3.27373 -0.047 -0.015 0.211
H 3.65005 -3.77784 -3.40857 -0.048 0.033 0.000
H 2.49182 -0.97722 -3.79120 0.052 -0.046 0.131
H 2.16422 -2.45028 -4.73314 -0.185 -0.016 0.129